{
  "formula": "C3H6NO2",
  "method": "ωB97M-V/def2-TZVPD",
  "elements": ["O", "C", "O", "H", "C", "C", "N", "H", "H", "H", "H", "H"],
  "coordinates": [[-0.051, 2.252, -0.090], [-0.171, 2.206, 1.155], [-0.016, 1.212, 1.904], [-0.515, 3.143, 1.669], [0.498, -1.455, 0.480], [-0.206, -0.777, -0.426], [-0.271, -1.168, -1.775], [0.931, -2.433, 0.297], [0.460, -1.084, 1.490], [-0.664, 0.158, -0.149], [0.541, -1.621, -2.153], [-0.536, -0.433, -2.403]],
  "multiplicity": 1,
  "de_lowest_kcal_mol": 28.2,
  "homo_lumo_gap_ev": 8.2,
  "charge": -1,
  "homo_energy_ev": -3.91
}


{
  "formula": "C3H6NO2",
  "method": "ωB97M-V/def2-TZVPD",
  "elements": ["C", "N", "C", "O", "O", "C", "H", "H", "H", "H", "H", "H"],
  "coordinates": [[-0.302, -0.326, -0.618], [0.119, -0.708, 0.703], [1.548, -0.713, 1.051], [2.329, -0.916, 0.102], [1.744, -0.674, 2.285], [-1.030, 1.004, -0.656], [0.553, -0.449, -1.286], [-0.979, -1.102, -1.040], [-0.370, -0.265, 1.465], [-0.306, 1.830, -0.654], [-1.692, 1.127, 0.201], [-1.615, 1.193, -1.553]],
  "multiplicity": 1,
  "de_lowest_kcal_mol": 3.5,
  "homo_lumo_gap_ev": 8.0,
  "charge": -1,
  "homo_energy_ev": -3.94,
  "smiles": "CCNC(=O)[O-]"
}


{
  "formula": "C3H6NO2",
  "method": "ωB97M-V/def2-TZVPD",
  "elements": ["C", "C", "C", "N", "O", "O", "H", "H", "H", "H", "H", "H"],
  "coordinates": [[1.637, 1.326, -0.387], [2.236, 0.256, -0.020], [-1.374, -1.516, 0.940], [-1.841, -0.482, 0.310], [0.438, 1.351, -1.098], [2.833, -0.704, 0.317], [2.076, 2.374, -0.144], [-1.990, -1.898, 1.716], [-0.528, -2.024, 0.467], [-1.479, -0.156, -0.553], [0.651, 1.445, -2.073], [-2.658, 0.029, 0.525]],
  "multiplicity": 1,
  "de_lowest_kcal_mol": 56.3,
  "homo_lumo_gap_ev": 6.6,
  "charge": 1,
  "homo_energy_ev": -12.64
}


{
  "formula": "C3H6NO2",
  "method": "ωB97M-V/def2-TZVPD",
  "elements": ["C", "C", "C", "N", "O", "O", "H", "H", "H", "H", "H", "H"],
  "coordinates": [[-0.643, -1.194, 0.543], [0.583, -0.754, -0.523], [-0.591, 0.029, -0.180], [-1.132, 1.184, -0.148], [1.832, -0.190, -0.234], [1.672, 1.034, 0.498], [-1.104, -2.163, 0.028], [-0.939, -1.399, 1.500], [0.765, -1.468, -1.288], [2.324, 1.615, 0.172], [-1.903, 1.368, 0.477], [-0.863, 1.941, -0.845]],
  "multiplicity": 1,
  "de_lowest_kcal_mol": 119.6,
  "homo_lumo_gap_ev": 9.9,
  "charge": 1,
  "homo_energy_ev": -14.84,
  "smiles": "[NH2+]=C1C[C@@H]1OO"
}